# C24H22Cl2NO5RhSSe2

A structure of composition C24H22Cl2NO5RhSSe2 (the ωB97M-V functional and the def2-TZVPD basis, OMol25).

Computed properties:
HOMO energy	-0.2583	Ha
energy relative to the best compared isomer or geometry (same formula, charge and spin)	1.4	kcal/mol

Element x y z (Å)
Rh1 0.20391 -0.29657 0.06856
C1 0.31423 2.89309 1.35211
Se1 -0.64396 1.23871 1.69610
C2 -2.34660 1.77003 0.87383
C3 -2.25440 1.97057 -0.61679
Se2 -1.37912 0.46472 -1.51470
C4 -2.86229 -0.78356 -1.31105
H1 -0.22481 3.70067 1.84491
H2 0.42138 3.07958 0.28837
H3 1.28953 2.76129 1.81266
H4 -2.70000 2.67155 1.37682
H5 -3.03638 0.95910 1.11714
H6 -1.64800 2.84035 -0.86819
H7 -3.23218 2.09358 -1.08429
H8 -3.73902 -0.40675 -1.83411
H9 -3.06726 -0.94986 -0.25710
H10 -2.54030 -1.72177 -1.75826
O1 -0.29691 -5.60756 0.61992
C5 0.31444 -4.87381 -0.09094
N1 0.16406 -3.44306 -0.11626
C6 1.01796 -2.87106 -1.04915
O2 1.09778 -1.68003 -1.28358
C7 1.76918 -3.96867 -1.68382
C8 2.73630 -3.92857 -2.66591
C9 3.28396 -5.14512 -3.06132
C10 2.87086 -6.34429 -2.48700
C11 1.89413 -6.37219 -1.49584
C12 1.35644 -5.16285 -1.11080
H11 3.05359 -2.99107 -3.10116
H12 4.04753 -5.16168 -3.82740
H13 3.32089 -7.27097 -2.81733
H14 1.56827 -7.29789 -1.04173
C13 -3.96956 -2.94287 7.08966
C14 -4.69611 -1.65570 7.36682
O3 -5.30488 -1.43014 8.37602
S1 -4.69967 -0.36819 6.11254
C15 -3.75895 -1.07086 4.77557
C16 -2.37898 -0.90025 4.73899
C17 -1.64212 -1.43376 3.69473
C18 -2.29167 -2.12805 2.66800
C19 -3.67852 -2.28874 2.70273
C20 -4.40691 -1.75794 3.75305
C21 -1.50518 -2.62545 1.58215
C22 -0.67889 -2.78578 0.71962
H15 -2.91026 -2.74951 6.92021
H16 -4.35889 -3.42245 6.19158
H17 -4.10126 -3.59477 7.94932
H18 -1.88349 -0.34944 5.52769
H19 -0.56650 -1.31444 3.66031
H20 -4.17532 -2.82717 1.90670
H21 -5.48239 -1.87478 3.78684
Cl1 4.44601 -0.42407 3.84223
C23 3.21834 -1.39690 3.02670
Cl2 2.40720 -2.50104 4.16970
C24 2.13433 -0.53039 2.35530
O4 1.69365 -1.08151 1.29771
O5 1.77818 0.51277 2.88791
H22 3.71538 -2.02263 2.29596